No. 1
Entry from OMol25: C13H18N2O5 in the gas phase at a distorted geometry (ωB97M-V/def2-TZVPD).

Structure (XYZ):
```
38
Properties=species:S:1:pos:R:3:nbo_charge:R:1
C -2.0776 1.7650 0.4206 -0.1649
C -1.5272 0.7529 1.4567 0.6938
C -1.1871 2.0090 -0.8362 0.1003
C -0.0938 2.8651 -0.3922 -0.6734
C -0.2218 -1.3802 2.0087 -0.1247
C 1.1686 -0.6714 2.5931 0.8027
C 0.2679 -2.5585 1.2078 -0.4377
C 0.7179 -2.0172 -0.1335 -0.1241
C 2.0011 -1.3948 -0.2736 -0.1598
C 0.0124 -2.2334 -1.2556 -0.1804
C 2.4776 -0.8344 -1.4495 -0.2743
C 0.6453 -2.1008 -2.5528 -0.3142
C 1.8434 -1.3677 -2.6402 0.3127
H -3.5099 3.2528 0.5388 0.3818
H -2.4724 2.9404 1.9250 0.4052
H -2.6812 1.1725 -0.1826 0.2066
H -1.9433 2.4468 -1.5235 0.1699
H -0.1543 1.1778 -2.2175 0.4895
H 0.3381 2.4655 0.5013 0.2145
H -0.6981 3.8673 -0.0978 0.2668
H 0.7891 3.0109 -1.0785 0.2142
H -0.7538 -0.6769 0.0726 0.4789
H -0.9176 -1.7586 2.8063 0.2384
H 1.0293 -3.2375 1.7611 0.2637
H -0.5562 -3.2869 1.1160 0.2200
H 2.6467 -1.1784 0.5702 0.2645
H -0.9524 -2.7954 -1.3678 0.2220
H 3.5468 -0.3501 -1.2926 0.2427
H 0.1722 -2.2867 -3.5399 0.2092
H 1.9453 -1.4914 -4.6769 0.4789
H 0.1582 0.9502 3.4054 0.5388
N -2.5710 3.0451 0.9296 -0.8531
N -0.8625 -0.3650 1.1003 -0.6650
O -1.5086 1.2015 2.5929 -0.6955
O -0.8218 0.6704 -1.4235 -0.7469
O 2.3656 -1.0471 2.3224 -0.6158
O 2.3819 -0.9472 -3.8276 -0.6751
O 1.0029 0.3863 3.4327 -0.7103
```

For the HOMO energy, the calculation gives -8.54 eV. As for the structure (SMILES): C[C@@H](O)[C@H](N)C(=O)N[C@@H](Cc1ccc(O)cc1)C(=O)O. As for the energy above the lowest of the compared OMol25 structures with the same formula, charge and spin: 515.6 kJ/mol. The largest force on an atom comes out at 6.5 eV Å⁻¹. As for the total energy: -26986.88121 eV. As for the charge: 0. The calculation puts the HOMO-LUMO gap at 8.938 eV.

***

No. 2
Entry from OMol25: a molecular structure, C31H35Br2N9PmS3 (ωB97M-V/def2-TZVPD).

Structure (XYZ):
```
81
Properties=species:S:1:pos:R:3:mulliken_charge:R:1
Pm -0.3983 0.4322 0.1584 1.1827
C -1.1121 3.8550 -0.3269 -0.8521
C 0.2914 3.6431 -0.8814 -0.9277
N 0.5354 2.2667 -1.3782 0.0290
C 0.4198 2.0211 -2.8419 -1.5802
C -2.1828 1.8292 -2.7346 -0.7882
S -3.3219 0.3905 -0.7282 0.0693
C -3.8326 2.0432 -0.2010 -0.6670
C -2.9757 2.7111 0.8685 -0.7441
N -1.5209 2.7403 0.5725 0.2318
H -1.8445 3.9503 -1.1218 0.5236
H -1.1391 4.8064 0.2108 0.5453
H 1.0130 3.8207 -0.0813 0.5343
H 0.4961 4.3900 -1.6531 0.4308
H 1.5158 2.0723 -1.1846 0.2978
H 0.6982 0.9739 -2.9915 0.3903
H 1.1644 2.6195 -3.3736 0.6486
H -3.0036 1.6434 -3.4313 0.2965
H -2.4945 2.6264 -2.0845 -0.2133
H -4.8081 1.8159 0.2410 0.5534
H -4.0630 2.6748 -1.0554 0.4438
H -3.0880 2.1544 1.7980 0.4123
H -3.3541 3.7239 1.0380 0.4436
H -1.0830 2.9395 1.4690 -0.0342
Br -1.2227 -0.3867 -6.7704 -0.1030
C -1.2053 0.3646 -5.0412 -0.4588
C -0.9157 1.6517 -4.8749 -0.7411
C -0.9391 2.2797 -3.5079 0.3299
N -1.9788 0.6406 -1.8945 0.2674
C -1.7820 -0.5545 -2.6799 1.4836
C -1.4570 -0.6216 -3.9823 -0.7875
C -1.7908 -1.8219 -1.9009 -0.5842
C -2.2796 -3.0055 -2.4285 -0.8368
C -2.1750 -4.1658 -1.6728 -0.3870
Br -2.8119 -5.7795 -2.3449 -0.0492
C -1.5919 -4.1103 -0.4098 -0.9000
C -1.1481 -2.8890 0.0442 -0.5158
N -1.2395 -1.7630 -0.6768 0.5960
H -0.6847 2.2700 -5.7324 0.5560
H -1.0557 3.3580 -3.6464 0.6056
H -1.2822 -1.6342 -4.3241 0.6214
H -2.7535 -3.0241 -3.3995 0.7590
H -1.4919 -4.9963 0.1999 0.4982
H -0.6909 -2.7994 1.0236 0.5550
N 4.0568 -0.7309 0.7467 -0.0269
C 4.4859 -1.7585 -0.1543 -0.2561
C 5.7545 -2.2820 -0.0143 -0.6681
C 6.1896 -3.2723 -0.8896 -0.7121
C 5.3554 -3.7179 -1.8978 -0.7545
C 4.0784 -3.1805 -2.0377 -0.6099
C 3.6460 -2.2060 -1.1599 0.9202
S 2.0029 -1.5505 -1.3503 0.0104
N 1.9238 -0.3147 -0.1373 -0.2641
C 2.9016 -0.0676 0.6803 0.9456
C 2.7156 1.0784 1.6411 0.7046
C 3.7799 1.6365 2.3272 -1.0644
C 3.5405 2.6609 3.2357 -0.6914
C 2.2387 3.0740 3.4361 -1.1713
C 1.2372 2.4777 2.6871 -0.2811
N 1.4535 1.5224 1.7814 0.5854
H 4.7074 -0.4928 1.4759 0.1512
H 6.4086 -1.9243 0.7726 0.4292
H 7.1819 -3.6860 -0.7790 0.4177
H 5.6913 -4.4829 -2.5835 0.4230
H 3.4285 -3.5273 -2.8318 0.4493
H 4.7969 1.3138 2.1574 0.4986
H 4.3599 3.1138 3.7775 0.4735
H 1.9916 3.8455 4.1516 0.4763
H 0.2101 2.7754 2.8590 0.5203
S -1.2956 -0.0409 2.8086 -0.1691
C -1.9714 -1.2605 3.8116 -0.0242
N -3.2558 -1.3849 4.1000 -0.0598
C -3.5143 -2.4556 5.0752 -0.4567
C -2.0950 -3.0086 5.3405 -0.4565
N -1.2633 -2.1770 4.4555 -0.0505
H -3.9541 -0.7596 3.7378 0.1691
H -4.1767 -3.2048 4.6479 0.2956
H -3.9739 -2.0474 5.9724 0.3057
H -2.0038 -4.0583 5.0718 0.2878
H -1.7897 -2.8810 6.3767 0.3067
H -0.2582 -2.1825 4.4402 0.2117
```

For the HOMO energy (spin up / spin down), the calculation gives -14.93 / -14.93 eV. As for the expectation value of S²: 6.005. As for the energy above the lowest of the compared OMol25 structures with the same formula, charge and spin: 202.1 kJ/mol. The largest force on an atom comes out at 0.4 eV Å⁻¹. As for the total energy: -235251.68979 eV. The spin multiplicity is 5. As for the charge: +3. The calculation puts the HOMO-LUMO gap (spin up / spin down) at 6.911 / 6.946 eV.

***

No. 3
Entry from OMol25: a molecular structure, C5H8N2O at a distorted geometry (ωB97M-V/def2-TZVPD).

Structure (XYZ):
```
16
Properties=species:S:1:pos:R:3:nbo_charge:R:1
C -2.5734 -0.3704 0.4466 -0.7309
C -1.3508 0.4496 0.0461 0.4844
C -0.0587 -0.4668 -0.1581 0.3297
C 2.4392 -0.5095 0.1815 -0.2671
C 1.9005 0.9667 0.2820 -0.1945
H -3.0793 0.5166 1.3495 0.2613
H -2.2354 -1.5567 0.8443 0.3278
H -3.3396 -0.2316 -0.9660 0.2588
H 0.5569 -1.9447 -0.1234 0.3318
H 3.2804 -0.7583 -0.4283 0.2188
H 2.2433 -1.0126 1.1006 0.1945
H 1.8314 1.0700 1.5320 0.1666
H 2.3778 1.8692 -0.0660 0.2217
N -0.4437 -1.6480 -0.3022 -0.6413
N 1.1752 0.0308 -0.4374 -0.4198
O -1.1121 1.6189 -0.3567 -0.5419
```

For the HOMO energy, the calculation gives -9.30 eV. As for the energy above the lowest of the compared OMol25 structures with the same formula, charge and spin: 764.1 kJ/mol. The largest force on an atom comes out at 5.8 eV Å⁻¹. As for the total energy: -10334.80721 eV. As for the charge: 0. The calculation puts the HOMO-LUMO gap at 9.288 eV.

***

No. 4
Entry from OMol25: 9 unconnected molecules or ions with the total composition C5H29N3O8 at a distorted geometry (ωB97M-V/def2-TZVPD).

Structure (XYZ):
```
45
Properties=species:S:1:pos:R:3:nbo_charge:R:1
C -2.2522 2.0516 -0.2223 -0.6271
C -2.1470 0.5681 0.2090 -0.4071
C -1.3951 0.4404 1.5331 -0.4300
C 0.0299 1.0000 1.5181 -0.2306
N 0.9303 0.0520 0.8536 -0.6666
C 2.0895 0.6630 0.3664 0.6115
N 2.7826 1.6646 1.0716 -0.8415
N 2.5427 0.1511 -0.7253 -0.8470
H -2.9138 2.1113 -1.1255 0.2405
H -2.9319 2.5294 0.5090 0.2065
H -1.2996 2.6280 -0.0814 0.1796
H -3.1479 0.1790 0.0363 0.2610
H -1.4290 -0.1394 -0.4594 0.1578
H -1.4049 -0.5415 1.9508 0.2165
H -2.1270 0.9146 2.2449 0.2138
H -0.1037 1.9941 1.0534 0.1927
H 0.3979 1.1505 2.5709 0.1894
H 0.6567 -0.7699 0.3733 0.4299
H 2.2979 2.1814 1.7981 0.3881
H 3.1147 2.4142 0.4892 0.4096
H 3.4995 0.4927 -0.9472 0.3611
H 0.3063 1.7417 -3.3765 0.4693
H 0.4021 0.5448 -2.5106 0.4763
O -0.2536 1.0809 -2.9456 -0.9444
H -3.1750 -0.9486 -1.2843 0.4899
H -3.2134 0.1938 -2.3536 0.4719
O -3.7237 -0.3708 -1.7634 -0.9615
H 2.2798 -0.7922 3.1294 0.4501
H 3.4712 -0.8353 2.3938 0.4619
O 3.0011 -1.4169 3.0052 -0.9089
H 0.9985 -2.3296 -2.3319 0.4938
H 1.3534 -0.9211 -1.6106 0.5040
O 0.6726 -1.5543 -1.8586 -1.0279
H 1.9665 -2.2590 0.6543 0.4926
H 1.0469 -2.2985 2.0300 0.5014
O 1.5147 -2.7433 1.3421 -0.9507
H -1.3558 -1.9376 -1.5883 0.4918
H -2.1530 -2.4142 -2.7831 0.4764
O -2.1817 -2.4174 -1.8352 -0.9579
H 0.6097 2.6455 -0.9782 0.4920
H 0.8742 4.2270 -0.7660 0.4836
O 1.3190 3.3611 -0.8990 -0.9733
H -1.0550 -4.0432 0.7781 0.4633
H 0.4972 -3.9732 1.1082 0.4952
O -0.3914 -4.2750 1.4275 -0.9969
```

For the HOMO energy, the calculation gives -9.91 eV. As for the structure (SMILES): [H]/N=C(\N)NCCCC.O.O.O.O.O.O.O.O. As for the energy above the lowest of the compared OMol25 structures with the same formula, charge and spin: 227.5 kJ/mol. The largest force on an atom comes out at 4.4 eV Å⁻¹. As for the total energy: -26504.33713 eV. As for the charge: 0. The calculation puts the HOMO-LUMO gap at 9.941 eV.